Version i
Molecular formula: CH5N3OS
Method: DFT, ωB97M-V/def2-TZVPD

Last column: Mulliken charge in e.
Positions of all 11 atoms, in Å:
C1 1.386 0.165 -0.062  0.4771
N1 2.412 -0.592 0.166  -0.3382
N2 -2.373 0.725 0.256  -0.4862
N3 -1.838 -0.301 -0.522  -0.2774
O1 1.234 1.138 -0.677  -0.4293
S1 -0.443 -1.204 -0.096  -0.1835
H1 3.405 -0.373 0.023  0.2449
H2 2.119 -1.421 0.559  0.1976
H3 -2.621 0.202 1.133  0.2490
H4 -1.742 1.474 0.619  0.2597
H5 -1.538 0.187 -1.399  0.2863

The value obtained for the frontier orbital gap is 8.87 eV. The value obtained for the HOMO energy is -8.6 eV.

***

Version ii
Molecular formula: CH5N3OS
Method: DFT, ωB97M-V/def2-TZVPD

Last column: Mulliken charge in e.
Positions of all 11 atoms, in Å:
C1 -0.220 0.719 -0.486  -0.5234
N1 -0.959 -0.462 -0.874  -0.3421
N2 0.072 0.738 0.927  -0.2444
N3 2.470 -0.084 0.668  -0.3406
O1 -0.360 -1.716 -0.312  -0.4436
S1 1.427 0.010 1.677  0.2797
H1 0.650 0.907 -1.065  0.3945
H2 -0.891 1.441 -0.667  0.3984
H3 -1.873 -0.696 -0.355  0.2679
H4 -0.598 1.083 1.498  0.2265
H5 0.282 -1.941 -1.010  0.3271

The value obtained for the frontier orbital gap is 9.26 eV. The value obtained for the HOMO energy is -9.2 eV.

***

Version iii
Molecular formula: CH5N3OS
Method: DFT, ωB97M-V/def2-TZVPD

Last column: Mulliken charge in e.
Positions of all 11 atoms, in Å:
N1 -1.776 -0.741 -0.232  -0.6873
N2 -1.201 0.493 0.048  -0.0057
C1 0.135 0.795 -0.090  0.5357
O1 0.544 1.940 -0.207  -0.5934
N3 0.972 -0.320 -0.074  -0.3396
S1 2.649 -0.177 -0.195  -0.1414
H1 -1.321 -1.216 -1.031  0.2825
H2 -1.694 -1.354 0.589  0.2585
H3 -1.829 1.293 -0.145  0.2623
H4 0.639 -1.179 0.395  0.3023
H5 2.881 0.465 0.942  0.1261

The value obtained for the frontier orbital gap is 10.08 eV. The value obtained for the HOMO energy is -9.6 eV.

***

Stability order, top to bottom: version iii, version i, version ii

***

Version i
Molecular formula: C6H16N4
Method: DFT, ωB97M-V/def2-TZVPD

Last column: Mulliken charge in e.
Positions of all 26 atoms, in Å:
H1 1.655 1.080 0.430  0.2819
N1 1.938 0.266 0.974  -0.8360
C1 1.110 -0.142 1.826  0.9594
C2 1.467 -1.332 2.666  -1.3257
C3 -0.241 0.472 2.156  -0.6406
N2 -0.864 1.124 1.018  -0.5798
H2 0.814 -2.167 2.415  0.3037
H3 2.497 -1.617 2.478  0.3532
H4 1.332 -1.106 3.722  0.3392
H5 -0.063 1.160 3.004  0.3543
H6 -0.919 -0.311 2.512  0.3642
H7 -1.665 1.680 1.307  0.1960
H8 -0.214 1.742 0.525  0.1906
H9 -2.393 -0.141 -3.182  0.2488
N3 -2.236 0.262 -2.250  -0.5950
C4 -1.491 -0.426 -1.505  0.1777
C5 -0.883 -1.761 -1.809  -1.1160
H10 -1.333 0.039 -0.474  0.4602
H11 -0.783 -1.935 -2.881  0.3685
H12 0.100 -1.835 -1.345  0.2522
H13 -1.509 -2.548 -1.380  0.3182
C6 0.898 1.151 -2.145  -0.3984
N4 0.676 2.111 -1.365  -0.5627
H14 1.583 0.378 -1.815  0.3357
H15 0.501 1.046 -3.157  0.3336
H16 0.025 2.807 -1.725  0.2167

The value obtained for the frontier orbital gap is 9.74 eV. The value obtained for the HOMO energy is -8.8 eV.

***

Version ii
Molecular formula: C6H16N4
Method: DFT, ωB97M-V/def2-TZVPD

Last column: Mulliken charge in e.
Positions of all 26 atoms, in Å:
H1 -1.397 1.335 1.573  0.2439
N1 -1.591 1.464 0.584  -0.8388
C1 -0.964 0.692 -0.211  0.9941
C2 -1.317 0.845 -1.671  -1.5433
C3 -1.199 -1.167 0.092  -0.5704
C4 -1.664 -1.391 1.516  -1.3265
H2 -0.691 0.174 -2.261  0.3723
H3 -1.192 1.877 -2.001  0.3573
H4 -2.327 0.497 -1.875  0.3708
H5 -2.059 -1.311 -0.568  0.4592
H6 -0.601 -1.989 -0.302  0.4590
H7 -2.033 -2.405 1.684  0.3965
H8 -2.497 -0.723 1.751  0.3813
H9 -0.854 -1.194 2.222  0.2197
H10 1.455 -1.279 1.391  0.2392
N2 1.782 -1.345 0.431  -0.6669
C5 1.536 -0.328 -0.287  0.6696
C6 2.163 -0.185 -1.645  -1.4353
N3 1.042 0.952 0.222  0.1710
N4 1.548 1.307 1.512  -0.7668
H11 3.090 0.387 -1.564  0.3293
H12 2.337 -1.172 -2.065  0.3358
H13 1.511 0.372 -2.317  0.3636
H14 1.216 1.704 -0.443  0.3413
H15 1.330 0.677 2.279  0.1846
H16 1.377 2.205 1.954  0.2597

The value obtained for the frontier orbital gap is 8.55 eV. The value obtained for the HOMO energy is -7.8 eV.

***

Stability order, top to bottom: version i, version ii

***

Version i
Molecular formula: H10O5
Method: DFT, ωB97M-V/def2-TZVPD

Last column: Mulliken charge in e.
Positions of all 15 atoms, in Å:
O1 -1.939 3.051 -1.197  -0.7277
H1 -2.188 2.450 -1.900  0.3099
H2 -1.028 3.275 -1.385  0.3531
O2 -0.625 -0.097 -2.692  -0.8184
H3 -0.395 0.802 -2.930  0.2911
H4 -0.844 -0.050 -1.761  0.4941
O3 -0.857 0.218 -0.139  -1.4762
H5 -1.049 0.878 0.527  0.5282
H6 -0.423 -0.488 0.340  0.4450
O4 2.369 -2.785 0.912  -1.0913
H7 2.464 -3.439 1.605  0.4350
H8 1.616 -2.259 1.181  0.3640
O5 0.788 -0.674 2.169  -0.8973
H9 0.806 -1.011 3.065  0.4150
H10 1.305 0.131 2.205  0.3756

The value obtained for the frontier orbital gap (spin up / spin down) is 2.82 / 10.59 eV. The value obtained for the HOMO energy (spin up / spin down) is 0.5 / -7.4 eV. As for the spin multiplicity: 2. Its total charge is -1.

***

Version ii
Molecular formula: H10O5
Method: DFT, ωB97M-V/def2-TZVPD

Last column: Mulliken charge in e.
Positions of all 15 atoms, in Å:
O1 -2.032 -1.377 1.371  -1.2743
O2 -2.094 1.944 0.281  -0.8390
O3 -0.116 3.017 -1.052  -1.0120
O4 0.572 0.512 -1.555  -1.2019
O5 3.251 -3.584 1.008  -1.0415
H1 -1.836 -2.242 0.811  0.5337
H2 -1.900 1.397 1.135  0.4197
H3 0.251 3.839 -1.308  0.3893
H4 0.850 0.697 -2.429  0.5106
H5 3.524 -2.868 1.538  0.4198
H6 -2.923 -1.241 1.115  0.4040
H7 -1.155 1.961 -0.056  0.3845
H8 0.692 2.415 -1.188  0.4057
H9 0.191 -0.286 -1.318  0.4541
H10 2.726 -4.185 1.645  0.4473

The value obtained for the frontier orbital gap (spin up / spin down) is 2.55 / 10.43 eV. The value obtained for the HOMO energy (spin up / spin down) is 0.9 / -7.0 eV. As for the spin multiplicity: 2. Its total charge is -1.

***

Stability order, top to bottom: version i, version ii

***

Version i
Molecular formula: C4H3NOS2
Method: DFT, ωB97M-V/def2-TZVPD

Last column: Mulliken charge in e.
Positions of all 11 atoms, in Å:
N1 1.542 -1.932 0.669  -0.4718
C1 0.507 -1.238 0.370  -0.0260
C2 -0.249 -0.195 -0.007  0.5455
S1 -1.848 -0.753 -0.722  -0.1891
C3 0.452 0.690 -1.108  -0.7643
S2 1.033 1.970 0.178  -0.0943
C4 0.153 0.912 1.236  0.5015
O1 -0.128 1.203 2.420  -0.5202
H1 -2.171 -1.826 0.296  0.2008
H2 1.086 -0.035 -1.554  0.4217
H3 -0.378 1.204 -1.779  0.3961

The value obtained for the frontier orbital gap is 9.44 eV. The value obtained for the HOMO energy is -9.9 eV.

***

Version ii
Molecular formula: C4H3NOS2
Method: DFT, ωB97M-V/def2-TZVPD

Last column: Mulliken charge in e.
Positions of all 11 atoms, in Å:
N1 -0.352 -1.494 2.415  -0.3771
C1 -0.197 -0.843 1.464  -0.3306
C2 -0.247 -0.040 0.240  0.9211
S1 -1.929 0.627 0.031  -0.1585
C3 0.354 -0.728 -0.951  -0.6754
S2 1.796 0.360 -1.054  -0.1181
C4 0.859 1.041 0.292  0.3415
O1 0.976 2.013 1.010  -0.5229
H1 -1.587 1.533 -0.897  0.1740
H2 0.626 -1.746 -0.726  0.3824
H3 -0.300 -0.724 -1.824  0.3636

The value obtained for the frontier orbital gap is 10.19 eV. The value obtained for the HOMO energy is -10.2 eV.

***

Stability order, top to bottom: version ii, version i